## A
The following is a quantum chemistry calculation of 2 unconnected molecules or ions with the total composition CH6N4O, from the OMol25 dataset.

Properties
- SMILES: [H]/N=C\N.[H]/N=N\O
- Kohn-Sham gap: 10.48 eV
- LUMO: 0.982 eV

Structure (XYZ):
```
12
CH6N4O, DFT the ωB97M-V functional and the def2-TZVPD basis
H -0.549 1.686 0.118
N 0.120 1.449 0.792
C 0.923 0.611 0.235
N 0.840 0.249 -1.031
H 1.793 0.393 0.768
H 1.288 -0.587 -1.335
H -0.183 0.375 -1.410
H -1.649 -2.766 0.813
N -0.937 -2.286 0.129
N -0.746 -1.141 0.514
O -1.319 -0.675 1.664
H -1.008 0.221 1.783
```

---

## B
The following is a quantum chemistry calculation of CH6N4O in the gas phase, from the OMol25 dataset.

Properties
- Kohn-Sham gap (alpha / beta): 7.42 / 7.42 eV
- LUMO (alpha / beta): 0.406 / 0.408 eV

Structure (XYZ):
```
12
CH6N4O, DFT the ωB97M-V functional and the def2-TZVPD basis
N -1.000 1.126 -0.236
C 0.253 0.421 0.064
N -2.043 0.294 -0.165
N 1.401 -1.579 -0.046
O 1.359 1.050 -0.476
N 0.268 -0.867 0.324
H 1.047 1.832 -0.949
H -0.222 1.111 0.999
H -1.853 -0.684 0.047
H -2.960 0.698 -0.053
H 1.499 -2.381 0.561
H 2.251 -1.022 -0.070
```

---

## C
The following is a quantum chemistry calculation of CH6N4O in the gas phase, from the OMol25 dataset.

Properties
- SMILES: NNNC(N)=O
- Kohn-Sham gap: 10.61 eV
- LUMO: 0.918 eV

Structure (XYZ):
```
12
CH6N4O, DFT the ωB97M-V functional and the def2-TZVPD basis
N -1.681 0.643 -0.726
N -0.869 1.202 0.362
N -0.074 0.171 0.857
C 0.865 -0.358 -0.065
N 1.372 -1.577 0.315
O 1.376 0.324 -0.929
H -1.216 0.600 -1.635
H -2.463 1.277 -0.830
H -0.203 1.876 -0.036
H -0.584 -0.456 1.463
H 2.303 -1.774 -0.012
H 1.174 -1.927 1.235
```

---

Energies relative to the minimum, hartree: A 0.0855; B 0.1442; C 0.0000

---

## A
The following is a quantum chemistry calculation of a molecular structure, C42H58F3N3O4S2Zr, from the OMol25 dataset.

Properties
- Total charge: -1
- 2S+1: 2
- Expectation value of S²: 0.75
- Kohn-Sham gap (alpha / beta): 6.17 / 6.61 eV
- LUMO (alpha / beta): 2.259 / 2.098 eV

Structure (XYZ):
```
113
C42H58F3N3O4S2Zr, DFT the ωB97M-V functional and the def2-TZVPD basis
Zr -0.378 -2.326 0.159
C 1.372 -5.428 0.524
N 1.512 -4.029 0.957
C 1.647 -4.041 2.422
C 2.728 -3.483 0.337
C 2.896 -2.005 0.608
N 1.919 -1.144 -0.093
C 1.952 0.200 0.556
C 0.637 0.790 1.094
C 0.978 1.925 2.022
C 0.067 2.435 2.847
C -1.258 1.734 2.894
C -1.224 0.186 2.886
C -0.286 -0.291 1.735
O 0.296 -1.556 1.926
C -1.221 -0.498 4.261
C -2.272 0.144 5.180
C 0.162 -0.342 4.900
C -1.580 -1.980 4.167
C 0.351 3.706 3.657
C -0.704 3.965 4.734
C 1.717 3.618 4.349
C 0.353 4.902 2.693
C 2.321 -1.070 -1.518
C 1.424 -0.229 -2.369
C 1.918 0.860 -3.059
C 1.091 1.626 -3.875
C -0.232 1.219 -3.978
C -0.781 0.123 -3.306
C 0.072 -0.601 -2.463
O -0.320 -1.629 -1.712
C -2.271 -0.162 -3.541
C -2.856 -1.299 -2.700
C -2.466 -0.528 -5.021
C -3.086 1.099 -3.211
C 1.647 2.858 -4.586
C 2.195 3.842 -3.542
C 0.582 3.585 -5.409
C 2.783 2.444 -5.532
H 2.183 -6.032 0.956
H 1.431 -5.488 -0.558
H 0.413 -5.816 0.858
H 2.573 -4.563 2.705
H 0.796 -4.567 2.846
H 1.644 -3.033 2.825
H 2.669 -3.687 -0.732
H 3.612 -4.010 0.730
H 3.914 -1.703 0.321
H 2.789 -1.824 1.674
H 2.383 0.920 -0.147
H 2.637 0.144 1.405
H 1.967 2.368 1.928
H -1.852 2.070 3.736
H -2.002 1.152 5.501
H -2.382 -0.463 6.082
H -3.248 0.187 4.688
H 0.416 0.712 5.044
H 0.926 -0.793 4.265
H 0.187 -0.834 5.877
H -2.539 -2.120 3.662
H -1.665 -2.403 5.173
H -0.833 -2.539 3.616
H -0.753 3.147 5.456
H -1.698 4.101 4.305
H -0.450 4.877 5.280
H 1.743 2.782 5.050
H 1.918 4.539 4.905
H 2.524 3.479 3.630
H -0.599 4.970 2.161
H 1.142 4.796 1.947
H 0.511 5.838 3.237
H 2.309 -2.090 -1.908
H 3.349 -0.686 -1.584
H 2.968 1.113 -2.942
H -0.898 1.792 -4.608
H -2.362 -2.250 -2.891
H -3.913 -1.410 -2.960
H -2.790 -1.083 -1.636
H -1.921 -1.443 -5.262
H -2.117 0.262 -5.689
H -3.527 -0.701 -5.223
H -2.919 1.376 -2.169
H -4.150 0.894 -3.352
H -2.823 1.947 -3.847
H 1.410 4.133 -2.841
H 2.578 4.744 -4.028
H 3.009 3.398 -2.967
H -0.243 3.928 -4.781
H 0.173 2.943 -6.192
H 1.026 4.459 -5.890
H 3.583 1.936 -4.992
H 3.210 3.322 -6.025
H 2.413 1.762 -6.300
S -3.906 -2.870 0.475
C -1.508 -0.439 0.741
C -2.395 0.154 1.846
C -2.205 1.697 1.649
C -1.592 1.865 0.284
C -0.226 1.366 -0.032
N -1.400 0.552 -0.358
H -3.393 -0.237 2.045
H -3.088 2.328 1.756
H -1.999 2.637 -0.362
H 0.303 1.811 -0.872
S -1.791 -4.565 1.920
C -2.495 -3.403 1.022
F -2.242 -5.451 -2.845
C -0.992 -5.158 -3.205
F -0.384 -6.317 -3.528
F -1.057 -4.420 -4.329
C -0.187 -4.405 -2.110
O 0.987 -4.177 -2.372
O -0.839 -4.139 -1.058
```

---

## B
The following is a quantum chemistry calculation of a molecular structure, C42H58F3N3O4S2Zr, from the OMol25 dataset.

Properties
- Total charge: -1
- 2S+1: 2
- Expectation value of S²: 0.76
- Kohn-Sham gap (alpha / beta): 6.80 / 6.43 eV
- LUMO (alpha / beta): 2.325 / 1.881 eV

Structure (XYZ):
```
113
C42H58F3N3O4S2Zr, DFT the ωB97M-V functional and the def2-TZVPD basis
Zr 1.137 -0.060 0.586
C 0.705 -1.921 3.299
N 0.590 -0.472 3.090
C 1.519 0.215 4.010
C -0.761 -0.010 3.454
C -1.763 -0.205 2.351
N -1.338 0.472 1.129
C -2.267 0.118 0.039
C -2.386 -1.345 -0.258
C -3.639 -1.853 -0.559
C -3.823 -3.179 -0.923
C -2.687 -3.977 -0.971
C -1.404 -3.521 -0.665
C -1.253 -2.170 -0.289
O -0.072 -1.651 0.066
C -0.207 -4.466 -0.741
C -0.584 -5.884 -1.182
C 0.415 -4.578 0.653
C 0.800 -3.923 -1.761
C -5.222 -3.700 -1.246
C -5.223 -5.181 -1.619
C -6.130 -3.518 -0.022
C -5.806 -2.908 -2.422
C -1.360 1.936 1.242
C -0.687 2.543 0.035
C -1.323 3.689 -0.602
C -0.617 4.665 -1.197
C 0.824 4.713 -1.007
C 1.544 3.811 -0.306
C 0.880 2.567 0.124
O 1.360 1.857 1.212
C 3.015 4.045 0.028
C 3.857 2.862 -0.458
C 3.201 4.225 1.545
C 3.546 5.311 -0.645
C -1.340 5.768 -1.977
C -0.378 6.738 -2.665
C -2.232 6.577 -1.026
C -2.212 5.124 -3.061
H 0.488 -2.174 4.347
H 1.727 -2.220 3.068
H 0.010 -2.450 2.648
H 1.120 0.155 5.033
H 1.609 1.258 3.710
H 2.489 -0.265 3.983
H -0.684 1.045 3.715
H -1.090 -0.534 4.365
H -2.750 0.166 2.675
H -1.883 -1.265 2.119
H -1.958 0.659 -0.856
H -3.265 0.491 0.323
H -4.486 -1.177 -0.509
H -2.797 -5.008 -1.261
H -1.274 -6.369 -0.489
H 0.327 -6.486 -1.216
H -1.027 -5.900 -2.179
H -0.310 -5.008 1.350
H 0.725 -3.605 1.019
H 1.293 -5.229 0.626
H 0.391 -4.014 -2.770
H 1.733 -4.492 -1.719
H 1.023 -2.874 -1.588
H -4.839 -5.802 -0.808
H -4.622 -5.376 -2.508
H -6.245 -5.503 -1.831
H -5.749 -4.084 0.829
H -7.144 -3.864 -0.240
H -6.191 -2.471 0.276
H -5.177 -3.010 -3.308
H -5.876 -1.845 -2.187
H -6.808 -3.267 -2.666
H -0.820 2.230 2.141
H -2.398 2.295 1.332
H -2.409 3.722 -0.596
H 1.341 5.579 -1.390
H 3.613 1.943 0.065
H 4.916 3.067 -0.283
H 3.712 2.685 -1.526
H 2.888 3.341 2.091
H 2.627 5.085 1.901
H 4.258 4.407 1.760
H 3.457 5.262 -1.732
H 4.604 5.419 -0.402
H 3.031 6.208 -0.296
H 0.219 7.305 -1.948
H -0.952 7.457 -3.254
H 0.307 6.220 -3.339
H -1.637 7.053 -0.245
H -2.973 5.939 -0.542
H -2.764 7.358 -1.577
H -1.611 4.498 -3.722
H -2.709 5.893 -3.658
H -2.980 4.486 -2.623
S 2.554 -0.412 -1.566
C 3.314 -1.803 -0.832
C 4.404 -2.457 -1.426
C 4.948 -3.554 -0.801
C 4.412 -3.987 0.410
C 3.344 -3.285 0.930
N 2.792 -2.232 0.325
H 4.799 -2.079 -2.358
H 5.791 -4.068 -1.244
H 4.820 -4.831 0.947
H 2.910 -3.575 1.878
S 0.108 1.555 -2.513
C 0.165 1.640 -0.829
F 5.514 1.440 2.225
C 5.460 0.160 1.802
F 6.518 -0.472 2.330
F 5.627 0.170 0.471
C 4.111 -0.494 2.211
O 4.136 -1.397 3.035
O 3.115 0.033 1.645
```

---

Energies relative to the minimum, hartree: A 0.1080; B 0.0000

---

## A
The following is a quantum chemistry calculation of a gas-phase ion, C2H3O3 (charge -1), from the OMol25 dataset.

Properties
- Total charge: -1
- SMILES: COC(=O)[O-]
- Kohn-Sham gap: 9.14 eV
- LUMO: 4.476 eV

Structure (XYZ):
```
8
C2H3O3, DFT the ωB97M-V functional and the def2-TZVPD basis
C -0.156 0.390 -1.001
O -0.667 0.296 0.241
C 0.162 -0.477 1.473
O -0.510 -0.357 2.508
O 1.195 -0.955 1.141
H -0.042 -0.720 -1.494
H 0.874 0.963 -1.154
H -0.855 0.859 -1.714
```

---

## B
The following is a quantum chemistry calculation of 2 unconnected molecules or ions with the total composition C2H3O3, from the OMol25 dataset.

Properties
- Total charge: -1
- Kohn-Sham gap (alpha / beta): 6.64 / 6.64 eV
- LUMO (alpha / beta): 3.833 / 3.833 eV

Structure (XYZ):
```
8
C2H3O3, DFT the ωB97M-V functional and the def2-TZVPD basis
C 1.222 -1.691 -1.300
C 0.236 -0.041 0.081
O 3.092 -2.039 -1.913
O 0.293 -2.484 -1.261
O 1.226 -0.504 -0.813
H -0.396 0.593 -0.366
H 0.860 0.514 0.800
H -0.186 -0.751 0.676
```

---

Energies relative to the minimum, hartree: A 0.0000; B 0.1625

---

## A
The following is a quantum chemistry calculation of a molecular structure, C3H6OS, from the OMol25 dataset.

Properties
- Kohn-Sham gap: 9.99 eV
- LUMO: 0.654 eV

Structure (XYZ):
```
11
C3H6OS, DFT the ωB97M-V functional and the def2-TZVPD basis
C -0.891 -0.582 0.470
C 0.320 0.217 0.619
C 0.827 0.942 -0.398
H -0.268 -0.554 -1.403
H -1.767 -0.208 1.100
H -0.639 -1.928 0.650
H 0.376 0.385 1.661
H 1.209 1.795 0.058
H 0.420 1.008 -1.474
O -1.366 -0.353 -0.982
S 1.778 -0.722 -0.301
```

---

## B
The following is a quantum chemistry calculation of C3H6OS in the gas phase, from the OMol25 dataset.

Properties
- SMILES: CC(=O)CS
- Kohn-Sham gap: 10.01 eV
- LUMO: 0.705 eV

Structure (XYZ):
```
11
C3H6OS, DFT the ωB97M-V functional and the def2-TZVPD basis
C 1.077 0.925 -0.080
C -0.388 0.615 -0.205
O -1.122 1.365 -0.838
C -0.983 -0.599 0.423
S -0.741 -2.038 -0.608
H 1.474 1.140 -1.064
H 1.673 0.115 0.360
H 1.198 1.775 0.541
H -0.710 -0.680 1.501
H -2.082 -0.453 0.372
H 0.604 -2.164 -0.401
```

---

Energies relative to the minimum, hartree: A 0.1430; B 0.0000

---

## A
The following is a quantum chemistry calculation of BrHIP in the gas phase, from the OMol25 dataset.

Properties
- Kohn-Sham gap (alpha / beta): 7.74 / 6.45 eV
- LUMO (alpha / beta): -1.836 / -2.546 eV

Structure (XYZ):
```
4
BrHIP, DFT the ωB97M-V functional and the def2-TZVPD basis
P 1.385 -0.067 0.723
Br -0.431 -0.758 -0.042
I -3.046 0.516 -0.359
H 2.092 0.309 -0.322
```

---

## B
The following is a quantum chemistry calculation of 2 unconnected molecules or ions with the total composition BrHIP, from the OMol25 dataset.

Properties
- Kohn-Sham gap (alpha / beta): 8.25 / 7.66 eV
- LUMO (alpha / beta): -1.705 / -0.930 eV

Structure (XYZ):
```
4
BrHIP, DFT the ωB97M-V functional and the def2-TZVPD basis
P 0.091 0.099 -0.964
Br 0.574 -1.705 0.200
I 1.302 1.884 0.203
H -1.966 -0.279 0.562
```

---

Energies relative to the minimum, hartree: A 0.0000; B 0.0223

---

## A
The following is a quantum chemistry calculation of 2 unconnected molecules or ions with the total composition C2H6N2O, from the OMol25 dataset.

Properties
- Total charge: +1
- 2S+1: 2
- Expectation value of S²: 0.76
- Kohn-Sham gap (alpha / beta): 6.38 / 4.02 eV
- LUMO (alpha / beta): -7.318 / -9.654 eV

Structure (XYZ):
```
11
C2H6N2O, DFT the ωB97M-V functional and the def2-TZVPD basis
C -0.427 1.132 -1.915
N -0.982 2.085 -1.237
H -0.909 0.033 -1.907
H 0.684 1.349 -1.925
H -0.327 2.497 -0.527
C 0.165 -1.765 1.192
N 0.198 -0.405 1.370
O 0.439 -2.220 0.042
H 0.128 -2.458 1.947
H 0.335 -0.239 2.368
H 0.697 -0.009 0.593
```

---

## B
The following is a quantum chemistry calculation of a gas-phase ion, C2H6N2O (charge +1), from the OMol25 dataset.

Properties
- Total charge: +1
- 2S+1: 2
- Expectation value of S²: 0.76
- Kohn-Sham gap (alpha / beta): 12.41 / 6.82 eV
- LUMO (alpha / beta): -3.987 / -9.113 eV

Structure (XYZ):
```
11
C2H6N2O, DFT the ωB97M-V functional and the def2-TZVPD basis
O 0.233 0.280 2.089
C 0.796 -0.416 1.311
N 0.828 -0.062 -0.084
C -0.222 0.667 -0.752
N -1.363 -0.206 -0.817
H 1.334 -1.342 1.561
H 1.743 -0.082 -0.551
H 0.140 0.958 -1.735
H -0.404 1.553 -0.131
H -1.122 -1.204 -0.907
H -1.963 -0.146 0.017
```

---

Energies relative to the minimum, hartree: A 0.0971; B 0.0000